--- i ---
22
Properties=species:S:1:pos:R:3 method="wB97M-V/def2-TZVPD" homo_lumo_gap_ev=9.59 lumo_energy_ev=1.14
C -0.500 -0.022 2.083
N 0.034 -0.365 0.779
C 0.041 -1.781 0.477
C 0.412 -1.823 -1.006
C -0.046 -0.469 -1.562
C -0.616 0.268 -0.359
C -0.371 1.781 -0.388
N 1.055 2.080 -0.292
H -0.295 -0.847 2.762
H 0.000 0.853 2.509
H -1.579 0.190 2.038
H 0.757 -2.356 1.069
H -0.940 -2.215 0.654
H 1.493 -1.958 -1.088
H -0.005 -2.708 -1.481
H -0.782 -0.569 -2.357
H 0.793 0.108 -1.951
H -1.704 0.144 -0.255
H -0.780 2.141 -1.338
H -1.000 2.237 0.392
H 1.395 1.742 0.601
H 1.171 3.087 -0.313

--- ii ---
22
Properties=species:S:1:pos:R:3 method="wB97M-V/def2-TZVPD" homo_lumo_gap_ev=8.71 lumo_energy_ev=1.05
C -0.105 -1.545 -1.217
C 1.053 -1.285 -0.264
C 0.640 -0.536 1.032
N 1.289 2.032 -0.154
C 0.022 1.746 0.316
C -0.333 0.585 0.878
C -1.673 0.485 1.529
N -0.227 -0.507 -2.224
H 0.078 -2.514 -1.702
H -1.034 -1.724 -0.649
H 1.803 -0.727 -0.799
H 1.504 -2.230 0.025
H 1.555 -0.173 1.528
H 0.333 -1.310 1.733
H 1.990 1.315 -0.163
H 1.399 2.745 -0.857
H -0.708 2.544 0.258
H -2.209 -0.456 1.379
H -2.383 1.258 1.265
H -1.587 0.524 2.623
H -0.339 0.391 -1.763
H -1.069 -0.618 -2.776

--- iii ---
22
Properties=species:S:1:pos:R:3 method="wB97M-V/def2-TZVPD" homo_lumo_gap_ev=9.03 lumo_energy_ev=0.68
C 0.771 0.287 -0.555
C -1.275 -0.309 0.671
C 0.660 1.754 -0.237
C 1.739 -0.504 0.279
C 0.458 -0.171 -1.845
C -0.978 -0.309 2.137
N -1.388 -1.444 0.028
N -1.782 -1.413 -1.237
H -1.755 0.589 0.260
H -2.285 -0.526 -1.434
H 0.172 0.577 -2.581
H 1.612 2.246 -0.465
H -0.116 2.243 -0.827
H 0.460 1.935 0.820
H 1.639 -0.285 1.342
H 1.600 -1.575 0.135
H 2.766 -0.247 -0.009
H -0.648 -0.970 -1.780
H 1.091 -0.957 -2.252
H -1.907 -0.242 2.711
H -0.366 0.549 2.420
H -0.467 -1.228 2.420

The winner here is i, beating the second structure by 0.0116 hartree.